The following is a DFT calculation (the ωB97M-V functional and the def2-TZVPD basis) of C20H24BrF9N6O3Re as an isolated structure.

Structure (ORCA input):
```
! wB97M-V def2-TZVPD RIJCOSX def2/J DEFGRID3
* xyz 2 2
Re -0.042 0.299 0.276
Br 2.901 -0.750 -1.027
F -1.072 3.477 -3.141
F -1.193 4.563 0.545
F 1.572 3.880 -2.718
F -0.778 5.494 -1.358
F 2.382 3.364 -0.785
F -0.918 1.511 -2.249
F -2.287 2.935 -1.439
F 0.789 5.237 0.097
F 1.541 1.829 -2.007
O -2.082 -0.795 -1.327
O -0.704 1.782 2.693
O -0.022 2.412 0.082
N 0.169 -1.714 0.451
N -1.987 -0.111 -0.299
N 0.194 -3.912 -0.437
N 0.157 -2.067 -1.831
N 2.057 0.771 1.114
N -1.277 1.003 1.744
C 3.437 2.236 2.413
C 0.101 -4.814 -1.576
C -3.428 1.976 2.350
C 2.242 1.588 2.156
C 0.246 -2.264 1.801
C 0.164 -2.587 -0.593
C 4.359 1.120 0.521
C 0.012 3.253 -0.974
C 0.249 -4.532 0.874
C 0.970 -3.603 1.836
C 3.125 0.523 0.348
C 0.626 -4.181 -2.857
C 4.510 2.026 1.558
C 1.398 3.134 -1.654
C -0.290 4.684 -0.441
C -4.395 0.268 -0.146
C -3.009 0.406 0.364
C -1.080 2.836 -1.998
C -2.573 1.116 1.516
C -0.038 -2.829 -3.043
H -3.452 2.974 1.904
H 0.746 -1.537 2.451
H 2.011 -3.486 1.527
H -1.110 -2.929 -3.244
H 0.956 -4.008 2.847
H -4.520 -0.742 -0.538
H 3.510 2.898 3.261
H -0.764 -4.762 1.230
H -4.446 1.607 2.390
H 0.417 -4.841 -3.698
H 0.786 -5.478 0.780
H -4.552 0.950 -0.984
H 0.081 -1.063 -1.933
H 0.416 -2.281 -3.869
H 1.401 1.710 2.822
H -0.625 2.696 2.345
H -5.139 0.481 0.613
H -3.026 2.077 3.356
H -0.946 -5.113 -1.705
H 1.706 -4.037 -2.793
H 5.445 2.544 1.697
H 5.177 0.885 -0.139
H -0.778 -2.399 2.180
H 0.680 -5.709 -1.342
*
```

Results
**Orbital gap (spin up / spin down)**: 5.96 / 6.30 eV
**<S²>**: 0.829
**HOMO level (spin up / spin down)**: -14.81 / -14.74 eV

natural (NBO) atomic charge list, values in e, 6 entries: Re 1.5344; Br 0.1631; F -0.2674; F -0.3220; F -0.2720; F -0.2828

The following is a DFT calculation (the ωB97M-V functional and the def2-TZVPD basis) of C31H31N6O6Ru as an isolated structure.

Structure (ORCA input):
```
! wB97M-V def2-TZVPD RIJCOSX def2/J DEFGRID3
* xyz 0 2
Ru -1.601 0.394 0.026
O -3.699 0.703 0.336
O -0.298 1.880 0.546
O -5.331 0.434 1.858
O -2.201 1.525 6.047
O 2.756 1.881 1.769
O -2.234 -1.679 0.283
N -4.030 -1.991 -1.086
N -4.122 -2.523 1.164
N 2.434 0.165 -0.704
N -1.893 0.819 2.088
N 0.786 -0.297 -2.237
N 0.309 -0.418 0.045
C 1.429 2.263 2.126
C -5.546 -2.793 1.143
C -3.277 0.978 3.967
C 1.742 -2.332 1.590
C -3.427 -2.028 0.125
C 5.062 -0.885 -0.729
C -0.812 1.210 2.749
C 0.777 -0.072 1.339
C -0.611 -0.381 -4.173
C 0.580 -0.840 -4.975
C 1.141 -0.166 -0.946
C -3.097 0.765 2.612
C 1.460 -0.939 2.093
C -0.892 1.446 4.106
C -2.792 0.474 -2.682
C 3.347 0.717 -1.642
C 4.653 0.221 -1.662
C -1.589 0.239 -2.001
C -0.514 -0.163 -2.795
C -4.166 0.611 1.536
C -2.144 1.297 4.711
C -1.833 -0.147 -4.791
C 1.972 -0.604 3.426
C 2.967 1.762 -2.478
C 2.401 1.874 3.160
C 3.878 2.296 -3.376
C 5.174 1.806 -3.416
C 5.554 0.786 -2.556
C 2.364 0.585 3.888
C -2.919 0.295 -4.053
C 0.303 1.351 1.698
H -3.531 -1.440 -1.774
H 3.577 3.107 -4.026
H -3.650 0.812 -2.109
H 5.006 -0.566 0.315
H 1.026 -1.743 -4.552
H 2.655 -2.359 0.987
H 2.722 0.636 4.910
H -3.862 0.498 -4.546
H -4.269 0.946 4.400
H 1.963 2.162 -2.405
H -1.924 -0.310 -5.858
H 1.211 3.316 1.973
H 0.287 -1.058 -6.000
H -6.120 -1.870 1.032
H 1.886 -3.020 2.424
H 5.893 2.223 -4.109
H -3.111 1.436 6.352
H -0.049 1.766 4.700
H -5.032 -1.895 -1.113
H 1.546 -0.192 -2.889
H 2.682 0.262 0.275
H 2.075 -1.448 4.101
H -3.655 -2.422 2.049
H -5.824 -3.256 2.086
H 1.364 -0.076 -5.020
H 0.923 -2.689 0.966
H -5.787 -3.493 0.342
H 6.086 -1.197 -0.929
H 4.408 -1.751 -0.837
H 2.869 2.684 3.711
H 6.571 0.412 -2.582
*
```

Results
**Orbital gap (spin up / spin down)**: 7.99 / 7.50 eV
**<S²>**: 0.754
**HOMO level (spin up / spin down)**: -7.46 / -7.24 eV

Mulliken atomic charge list, values in e, 6 entries: Ru -0.3838; O -0.5836; O -1.0414; O -0.7196; O -0.5530; O -0.4619

The following is a DFT calculation (the ωB97M-V functional and the def2-TZVPD basis) of a 9-piece molecular cluster, C65H55F5N10O17S overall.

Structure (ORCA input):
```
! wB97M-V def2-TZVPD RIJCOSX def2/J DEFGRID3
* xyz 0 1
S 0.449 -5.744 3.976
F 4.718 0.356 8.579
F 2.313 0.658 6.200
F 4.508 1.549 6.829
F 5.218 -0.474 6.656
F 2.256 0.138 8.302
O 3.455 0.329 -1.535
O -4.595 -9.060 6.319
O -5.155 -0.482 -3.660
O 2.742 9.015 -11.856
O -4.337 6.375 -4.952
O -0.644 -0.415 0.309
O -5.134 -11.141 6.215
O 7.831 3.291 14.344
O 9.060 1.632 14.950
O 2.490 0.113 -3.445
O -1.863 -8.893 7.346
O -5.362 7.406 -3.369
O -0.362 5.104 -7.428
O -6.785 -1.161 -4.886
O 3.735 7.885 -13.395
O 0.707 4.666 -5.615
O -2.660 -0.668 -0.417
N -0.384 -3.651 5.933
N -1.525 -0.223 -0.498
N 8.367 2.220 14.144
N 3.435 0.426 -2.747
N -0.084 5.324 -6.263
N -4.785 -10.102 5.707
N 3.081 7.970 -12.375
N -2.504 -0.705 2.716
N -5.607 -0.961 -4.685
N -4.987 6.392 -3.924
C 0.351 1.921 -2.904
C -0.731 -3.368 4.570
C -1.422 -2.198 4.278
C -2.423 -1.439 -6.572
C -4.563 -10.076 4.255
C -2.096 8.449 -4.286
C 8.161 1.588 12.831
C 2.654 4.335 -11.666
C -4.660 -1.316 -5.755
C -0.765 6.431 -5.586
C 4.626 0.975 -3.410
C 1.492 5.597 -9.974
C -5.251 2.716 -3.349
C 5.731 1.677 -5.402
C 6.838 2.039 -4.646
C 7.746 0.389 10.392
C 2.723 -1.592 6.754
C -1.212 0.612 -1.667
C -0.391 -4.237 3.534
C -1.479 -5.235 7.455
C -0.428 -6.085 5.487
C -1.778 -1.902 2.962
C 8.730 0.352 12.585
C 2.875 -0.141 7.132
C 1.252 -2.017 6.818
C 8.517 -0.249 11.354
C 1.055 -3.389 6.199
C -6.446 3.865 -1.603
C -3.893 -8.887 2.301
C -4.557 -11.199 2.154
C -4.788 -11.225 3.519
C -5.155 -1.824 -6.942
C -1.917 1.684 -3.675
C 1.895 6.779 -10.576
C 7.190 1.634 10.654
C -4.265 -2.137 -7.957
C -6.024 2.682 -2.197
C 3.059 5.512 -12.275
C -4.902 3.932 -3.916
C -6.101 5.086 -2.161
C -5.337 5.100 -3.314
C 5.721 1.324 -2.642
C -2.902 -1.942 -7.774
C -4.107 -10.033 1.547
C -1.717 7.160 -6.277
C -4.123 -8.903 3.667
C -1.126 7.718 -3.614
C 6.835 1.859 -3.269
C -2.391 8.170 -5.614
C -0.639 2.207 -3.831
C 1.869 4.377 -10.521
C -2.210 0.880 -2.588
C -1.856 -6.525 7.809
C -0.787 -7.379 5.836
C 7.396 2.242 11.882
C -0.761 -4.986 6.289
C -3.306 -1.123 -5.552
C 2.669 6.717 -11.721
C 4.365 0.310 7.299
C -1.501 -7.608 7.011
C -0.727 -3.946 2.219
C 0.067 1.116 -1.809
C -1.410 -2.772 1.932
C 4.614 1.139 -4.784
C -0.454 6.696 -4.264
H 0.836 0.891 -1.084
H -2.432 -6.723 8.701
H -4.923 1.792 -3.806
H 2.948 3.383 -12.088
H -3.109 -0.550 3.513
H 0.883 5.623 -9.083
H 1.341 2.331 -3.032
H -6.427 6.007 -1.703
H -3.958 -8.014 4.258
H 0.688 -1.261 6.273
H 6.963 3.208 12.093
H -2.211 -2.183 -8.572
H -0.899 7.938 -2.580
H -0.526 -8.209 5.194
H -2.929 -0.731 -4.619
H -4.725 -12.089 1.564
H 3.750 0.856 -5.367
H 8.951 -1.218 11.148
H 6.592 2.129 9.901
H -1.945 6.938 -7.309
H -1.361 -1.291 -6.428
H -1.695 -2.517 0.928
H 5.736 1.817 -6.474
H 0.972 -2.009 7.867
H -4.303 3.965 -4.815
H -3.543 -7.980 1.827
H -6.215 -1.974 -7.081
H -5.134 -12.130 3.997
H -1.762 -4.401 8.081
H -4.636 -2.530 -8.894
H 3.133 -1.687 5.749
H 7.577 -0.085 9.434
H -7.047 3.836 -0.705
H 3.345 -2.163 7.446
H 1.548 3.456 -10.051
H 5.712 1.185 -1.571
H 3.666 5.485 -13.167
H 9.329 -0.140 13.337
H 7.699 2.139 -2.683
H 0.294 6.116 -3.743
H -3.149 8.740 -6.129
H -1.680 -1.554 5.107
H -2.688 1.910 -4.401
H -3.113 -0.855 1.920
H 1.366 -4.131 6.934
H -2.743 -9.042 6.974
H -3.921 -10.018 0.481
H 1.646 -3.505 5.292
H 1.606 7.731 -10.157
H -3.207 0.481 -2.469
H 7.707 2.464 -5.132
H -0.417 2.842 -4.678
H -2.631 9.236 -3.772
H -6.299 1.730 -1.762
H -0.457 -4.651 1.446
*
```

Results
**Orbital gap**: 6.70 eV
**Structure (SMILES)**: Nc1ccc2c(c1)N(CCCC(F)(F)C(F)(F)F)c1ccc(O)cc1S2.O=[N+]([O-])c1ccccc1.O=[N+]([O-])c1ccccc1.O=[N+]([O-])c1ccccc1.O=[N+]([O-])c1ccccc1.O=[N+]([O-])c1ccccc1.O=[N+]([O-])c1ccccc1.O=[N+]([O-])c1ccccc1.O=[N+]([O-])c1ccccc1
**HOMO level**: -7.62 eV

Mulliken atomic charge list, values in e, 6 entries: S -0.3406; F -0.2656; F -0.3292; F -0.2884; F -0.2813; F -0.3150

The following is a DFT calculation (the ωB97M-V functional and the def2-TZVPD basis) of one molecule with the formula C3H2Cl2OS2.

Structure (ORCA input):
```
! wB97M-V def2-TZVPD RIJCOSX def2/J DEFGRID3
* xyz 0 1
Cl -1.872 -1.746 -1.865
Cl -3.193 -0.001 -0.080
S 2.753 0.824 0.713
S 0.919 -0.557 -1.184
O 2.976 0.962 2.147
C 1.353 -0.060 0.508
C -0.968 -0.485 -1.119
C -1.604 0.288 -0.296
H 0.548 -0.521 1.135
H -0.913 1.295 0.040
*
```

Results
**Orbital gap**: 8.01 eV
**HOMO level**: -8.88 eV

natural (NBO) atomic charge list, values in e, 6 entries: Cl 0.0453; Cl 0.1041; S 1.1826; S 0.2847; O -0.8972; C -0.7005

The following is a DFT calculation (the ωB97M-V functional and the def2-TZVPD basis) of a 2-piece molecular cluster, C8H18BrN2 overall.

Structure (ORCA input):
```
! wB97M-V def2-TZVPD RIJCOSX def2/J DEFGRID3
* xyz 1 3
Br 1.058 -0.138 -2.652
N 0.194 -1.982 -0.216
N -1.793 -0.993 0.664
C 0.778 1.767 -0.510
C -0.246 2.411 0.486
C 0.414 -3.320 0.474
C 1.896 0.885 0.145
C -0.737 -1.130 -0.080
C -2.358 -1.895 1.716
C 1.089 2.758 -1.622
C 0.018 0.782 -1.363
H -3.129 -1.543 2.318
H 1.895 2.565 -2.299
H 2.560 1.570 0.707
H 0.285 2.941 1.369
H 0.735 -1.929 -1.063
H -0.439 -3.502 1.250
H 1.572 0.147 0.767
H -0.836 1.708 1.123
H 1.317 -3.259 1.014
H 0.315 2.952 -2.305
H -0.900 2.984 -0.032
H 0.206 -4.035 -0.385
H -2.766 -2.694 1.196
H -1.692 -2.070 2.516
H -2.379 -0.334 0.193
H 2.604 0.535 -0.638
H 1.299 3.808 -1.175
H -0.960 1.013 -1.596
*
```

Results
**Orbital gap (spin up / spin down)**: 7.89 / 7.29 eV
**<S²>**: 2.009
**HOMO level (spin up / spin down)**: -10.62 / -13.62 eV

natural (NBO) atomic charge list, values in e, 6 entries: Br 0.0812; N -0.6336; N -0.6222; C -0.1584; C -0.6035; C -0.4202

The following is a DFT calculation (the ωB97M-V functional and the def2-TZVPD basis) of C37H53IrN5P2S as an isolated structure.

Structure (ORCA input):
```
! wB97M-V def2-TZVPD RIJCOSX def2/J DEFGRID3
* xyz 3 5
Ir -0.299 -1.660 -0.459
S -3.731 1.266 0.371
P 1.392 -3.457 -0.584
P -0.452 -1.614 -2.706
N -1.520 0.242 -0.342
N 1.646 -2.488 -4.590
N 2.568 -4.132 -2.666
N -1.414 7.084 8.185
N -3.181 5.883 11.311
C 1.375 4.241 -0.558
C 2.597 -3.269 -4.826
C -2.414 -3.452 -3.313
C -1.311 1.578 -0.387
C -0.035 3.499 -0.548
C -4.525 -3.193 1.346
C 3.196 -3.188 -6.182
C -0.084 2.181 -0.763
C 2.809 -1.086 -0.500
C -3.619 -4.046 0.906
C -3.053 -1.429 0.427
C -4.132 -1.878 1.124
C 4.218 -3.976 -6.350
C -2.415 3.698 -0.003
C 1.016 -2.280 -3.260
C 1.366 5.656 -0.907
C 2.393 3.467 -1.321
C -2.042 -2.399 0.282
C -3.233 -1.228 -3.228
C 4.620 -5.134 -5.562
C 3.191 -4.151 -3.996
C -1.126 4.254 -0.203
C -2.499 2.343 -0.051
C 1.337 -5.181 -0.191
C -1.576 -2.121 -5.096
C 2.699 -2.504 0.226
C 4.120 -5.178 -4.319
C -0.009 -0.009 -3.269
C -2.709 -0.193 0.103
C 1.836 4.165 1.008
C 4.071 -3.216 0.411
C 2.098 -2.345 1.694
C -1.871 7.097 9.578
C -2.597 5.804 9.934
C -2.440 -3.756 0.436
C -2.001 -2.064 -3.619
C 1.587 -3.273 -2.411
H -2.684 -3.846 -4.297
H 0.559 -5.604 -0.815
H 0.456 -0.223 -4.259
H -3.177 4.423 0.158
H 3.818 -2.146 -6.233
H -3.470 5.713 9.306
H -1.832 -1.288 -5.748
H -2.092 4.903 9.804
H -0.453 -2.259 -5.293
H 0.683 0.448 -2.613
H 1.402 4.914 1.731
H -1.021 5.318 -0.101
H 1.148 -5.526 0.811
H -2.411 5.905 12.044
H -3.623 6.838 11.346
H 1.978 3.385 -2.298
H -3.107 -0.135 -3.399
H 2.308 -5.522 -0.567
H 5.555 -5.893 -5.492
H -3.756 -5.100 0.778
H -1.644 -4.021 -2.784
H -0.557 6.593 8.093
H 2.898 4.274 0.890
H -5.592 -3.432 1.565
H 1.362 5.690 -1.992
H 3.329 -0.175 -0.052
H 4.067 -5.954 -3.650
H 0.735 1.550 -1.052
H 1.365 -3.044 2.123
H -1.514 -4.324 0.523
H 4.539 -2.590 1.186
H 4.616 -3.242 -0.519
H 2.124 6.377 -0.449
H -2.673 7.850 9.686
H 1.743 -0.783 -0.742
H 0.428 6.099 -0.596
H 3.828 -4.199 0.745
H 1.681 3.128 1.296
H -2.003 -2.998 -5.577
H 5.051 -3.917 -7.061
H -4.062 -1.475 -3.937
H -3.803 5.102 11.485
H -3.552 -1.402 -2.234
H -1.003 7.393 10.047
H -0.905 0.566 -3.241
H 3.446 -1.104 -1.325
H -4.957 -1.140 1.030
H 2.893 -2.283 2.475
H -2.066 6.760 7.487
H -3.384 -3.572 -2.906
H 1.683 -1.301 1.736
H 3.166 4.201 -1.369
H 2.631 2.513 -0.872
*
```

Results
**Orbital gap (spin up / spin down)**: 5.73 / 4.66 eV
**<S²>**: 6.080
**HOMO level (spin up / spin down)**: -12.90 / -14.38 eV

Mulliken atomic charge list, values in e, 6 entries: Ir 1.1565; S -0.3907; P 0.5259; P 1.1279; N 0.4933; N -0.2642